(1)
{"formula": "C34H48FN5O5PtS2Si2", "method": "ωB97M-V with the def2-TZVPD basis set", "orbital_gap_ev": [6.0739, 6.0475], "s2": 2.005, "charge": -2, "multiplicity": 3, "e_above_lowest_kj_mol": 44.3, "homo_ev": [-1.93, -2.00], "species": ["Pt", "C", "C", "C", "C", "C", "C", "C", "C", "C", "C", "C", "C", "N", "C", "C", "C", "C", "C", "C", "F", "H", "H", "H", "H", "H", "H", "H", "H", "H", "H", "H", "H", "H", "H", "H", "H", "H", "H", "H", "H", "H", "O", "N", "O", "O", "C", "Si", "C", "C", "C", "Si", "C", "C", "C", "H", "H", "H", "H", "H", "H", "H", "H", "H", "H", "H", "H", "H", "H", "H", "H", "H", "H", "H", "N", "C", "C", "C", "C", "C", "C", "S", "O", "O", "N", "C", "S", "C", "C", "N", "H", "H", "H", "H", "H", "H", "H", "H"], "coordinates": [[0.793, 0.311, -1.509], [-3.074, -0.782, -0.072], [-2.326, -2.115, -0.144], [-1.700, -2.364, -1.516], [-1.283, -2.295, 0.953], [-1.355, -3.509, 1.627], [-0.520, -3.831, 2.680], [0.448, -2.918, 3.046], [0.600, -1.706, 2.388], [1.769, -0.835, 2.830], [3.091, -1.610, 2.758], [1.595, -0.308, 4.261], [-0.284, -1.340, 1.326], [-0.125, -0.088, 0.714], [-0.326, 1.010, 1.479], [-1.057, 0.989, 2.693], [-1.185, 2.107, 3.499], [-0.612, 3.317, 3.137], [0.034, 3.398, 1.906], [0.147, 2.285, 1.115], [0.784, 2.418, -0.083], [-3.815, -0.730, -0.876], [-2.397, 0.056, -0.183], [-3.598, -0.675, 0.881], [-3.073, -2.904, 0.010], [-0.866, -1.689, -1.690], [-2.432, -2.226, -2.313], [-1.314, -3.383, -1.565], [-2.111, -4.226, 1.320], [-0.624, -4.767, 3.216], [1.110, -3.158, 3.870], [1.845, 0.014, 2.152], [3.114, -2.419, 3.491], [3.926, -0.941, 2.979], [3.246, -2.032, 1.765], [1.527, -1.138, 4.970], [0.696, 0.295, 4.346], [2.452, 0.311, 4.539], [-1.542, 0.063, 2.974], [-1.756, 2.033, 4.419], [-0.704, 4.192, 3.766], [0.434, 4.333, 1.536], [1.810, 1.258, -3.834], [1.964, 0.161, -4.411], [2.648, 0.067, -5.438], [1.406, -0.856, -3.919], [1.965, -3.253, -2.280], [3.236, -2.040, -1.550], [3.992, -3.156, -0.183], [4.608, -1.840, -2.849], [2.633, -0.468, -0.725], [3.731, 1.056, -0.549], [5.586, 0.715, -0.878], [3.748, 1.622, 1.276], [3.397, 2.649, -1.537], [2.475, -4.087, -2.771], [1.330, -2.768, -3.015], [1.333, -3.662, -1.488], [4.368, -4.093, -0.602], [3.219, -3.412, 0.547], [4.815, -2.671, 0.349], [4.754, -2.776, -3.393], [5.560, -1.566, -2.393], [4.351, -1.072, -3.583], [2.348, -0.765, 0.290], [5.932, -0.197, -0.385], [6.182, 1.553, -0.506], [5.779, 0.618, -1.948], [4.072, 0.826, 1.949], [2.758, 1.954, 1.598], [4.435, 2.463, 1.401], [2.573, 2.515, -2.231], [4.272, 2.938, -2.123], [3.136, 3.474, -0.873], [-7.514, 0.348, 1.316], [-6.538, 1.142, 0.693], [-6.671, 1.519, -0.641], [-5.728, 2.344, -1.237], [-4.662, 2.810, -0.489], [-4.529, 2.454, 0.842], [-5.455, 1.619, 1.433], [-3.355, 3.808, -1.191], [-3.857, 4.324, -2.452], [-3.031, 4.804, -0.201], [-2.132, 2.791, -1.340], [-2.004, 2.006, -2.404], [-3.196, 1.995, -3.751], [-2.313, 0.711, -4.507], [-1.230, 0.405, -3.782], [-1.042, 1.111, -2.610], [-8.031, -0.241, 0.683], [-7.164, -0.160, 2.113], [-7.516, 1.150, -1.213], [-5.812, 2.634, -2.276], [-3.686, 2.848, 1.387], [-5.340, 1.319, 2.469], [-2.636, 0.292, -5.445], [-0.512, -0.361, -4.037]]}

***

(2)
{"formula": "C3H10NO", "method": "ωB97M-V with the def2-TZVPD basis set", "orbital_gap_ev": 10.3201, "charge": 1, "e_above_lowest_kj_mol": 272.8, "homo_ev": -14.88, "species": ["C", "C", "C", "N", "O", "H", "H", "H", "H", "H", "H", "H", "H", "H", "H"], "coordinates": [[1.204, -0.881, 0.085], [-0.896, -0.351, -1.076], [-0.405, 1.138, 1.315], [0.332, 0.131, -0.447], [-1.413, 1.905, 0.906], [0.522, -1.594, 0.497], [1.950, -1.426, -0.674], [1.794, -0.577, 0.877], [-0.771, -1.469, -1.558], [-1.837, -0.331, -0.387], [-1.064, 0.347, -1.912], [-0.711, 0.215, 1.753], [0.594, 1.363, 1.550], [0.834, 0.852, -0.994], [-1.355, 2.818, 0.509]]}

***

(3)
{"formula": "C8H3Cl5NO2ReSbSe4", "method": "ωB97M-V with the def2-TZVPD basis set", "orbital_gap_ev": [5.7435, 6.0862], "charge": 1, "e_above_lowest_kj_mol": 56.0, "homo_ev": [-12.01, -11.99], "species": ["Re", "Se", "Sb", "Se", "Se", "Se", "Cl", "C", "C", "C", "C", "C", "Cl", "C", "N", "H", "H", "H", "Cl", "C", "Cl", "Cl", "C", "O", "O"], "coordinates": [[-1.157, -0.637, 0.701], [1.110, 3.280, 0.743], [-1.233, 2.747, 1.338], [-0.530, 1.228, -0.707], [-1.069, 0.577, 2.729], [-3.130, 4.054, 1.622], [-1.179, -2.730, -1.641], [0.259, -3.423, -0.974], [0.841, -4.543, -1.519], [2.001, -5.037, -0.929], [2.574, -4.433, 0.180], [1.987, -3.305, 0.726], [2.656, -2.531, 2.096], [0.819, -2.790, 0.149], [0.191, -1.689, 0.648], [0.406, -5.024, -2.383], [2.467, -5.919, -1.347], [3.473, -4.833, 0.625], [-5.731, -0.556, 1.664], [-4.970, -1.875, 0.758], [-5.567, -1.939, -0.895], [-5.193, -3.408, 1.571], [-3.497, -1.502, 0.724], [-3.082, -0.557, -0.042], [-2.630, -2.034, 1.457]]}

***

(4)
{"formula": "C5H11IO2S", "method": "ωB97M-V with the def2-TZVPD basis set", "orbital_gap_ev": [6.7176, 6.7182], "e_above_lowest_kj_mol": 150.7, "homo_ev": [-8.41, -8.41], "species": ["C", "C", "C", "C", "C", "O", "O", "S", "I", "H", "H", "H", "H", "H", "H", "H", "H", "H", "H", "H"], "coordinates": [[-1.330, 0.844, 1.433], [-0.048, 0.307, -1.676], [0.404, -1.275, 0.321], [-0.012, 1.154, 0.627], [0.245, 0.098, -0.267], [3.103, 1.739, 0.729], [2.789, 1.756, -1.692], [2.779, 0.987, -0.470], [4.654, -0.647, -0.661], [-1.619, 1.621, 2.129], [-1.271, -0.154, 1.986], [-2.198, 0.693, 0.688], [0.238, -0.435, -2.327], [-1.131, 0.499, -1.771], [0.602, 1.172, -1.839], [0.501, -1.271, 1.458], [1.131, -1.890, -0.088], [-0.610, -1.713, -0.020], [0.731, 1.324, 1.383], [0.087, 2.264, 0.109]]}

***

(5)
{"formula": "C4H13N2O", "method": "ωB97M-V with the def2-TZVPD basis set", "orbital_gap_ev": 10.8702, "charge": 1, "e_above_lowest_kj_mol": 226.3, "homo_ev": -13.81, "species": ["C", "C", "C", "C", "N", "N", "H", "H", "H", "H", "H", "H", "H", "H", "H", "H", "H", "H", "H", "O"], "coordinates": [[-0.033, 0.705, -2.365], [-0.843, 0.176, -1.082], [-0.212, 0.541, 0.243], [-0.509, 1.495, 1.119], [0.051, 1.335, 2.410], [0.995, -0.266, 0.560], [-0.170, 1.728, -2.560], [0.982, 0.619, -2.030], [-0.252, 0.008, -3.185], [-0.786, -0.907, -1.143], [-1.740, 0.601, -1.355], [-1.267, 2.288, 0.931], [-0.656, 0.939, 3.052], [0.536, 2.132, 2.816], [1.725, 0.060, -0.058], [0.810, -1.265, 0.311], [1.130, 0.050, 1.558], [-0.640, -3.461, 0.542], [0.703, -3.769, -0.130], [0.176, -3.010, 0.366]]}

***

(6)
{"formula": "C5H7NO", "method": "ωB97M-V with the def2-TZVPD basis set", "orbital_gap_ev": 10.3925, "e_above_lowest_kj_mol": 194.1, "homo_ev": -9.43, "smiles": "C[C@]12N[C@H]1CC2=O", "species": ["C", "C", "N", "C", "C", "C", "O", "H", "H", "H", "H", "H", "H", "H"], "coordinates": [[-1.910, 0.047, 0.039], [-0.440, -0.234, 0.090], [0.263, -1.163, 0.981], [0.711, 0.211, 0.953], [1.617, 0.469, -0.257], [0.433, -0.034, -1.116], [0.215, -0.149, -2.292], [-2.043, 0.921, -0.609], [-2.337, 0.272, 1.018], [-2.464, -0.776, -0.422], [0.906, -1.783, 0.487], [0.684, 0.774, 1.880], [2.555, -0.089, -0.316], [1.811, 1.534, -0.435]]}

***

(7)
{"formula": "C2H5N3O2", "method": "ωB97M-V with the def2-TZVPD basis set", "orbital_gap_ev": 11.0878, "e_above_lowest_kj_mol": 170.4, "homo_ev": -10.59, "smiles": "N#COC(N)=O.N", "species": ["C", "C", "N", "N", "N", "O", "O", "H", "H", "H", "H", "H"], "coordinates": [[1.388, 1.434, -2.580], [1.677, 0.005, -0.753], [1.476, 2.439, -3.116], [-0.806, 0.750, 0.370], [1.317, -1.247, -0.435], [2.343, 0.764, -0.122], [1.213, 0.288, -2.047], [-0.660, 1.077, 1.316], [-0.724, 1.560, -0.234], [1.425, -1.522, 0.526], [0.613, -1.701, -0.989], [-1.764, 0.425, 0.304]]}

***

(8)
{"formula": "C7H9O3P", "method": "ωB97M-V with the def2-TZVPD basis set", "orbital_gap_ev": 5.5364, "charge": -2, "e_above_lowest_kj_mol": 0.0, "homo_ev": 0.63, "smiles": "C[C@@]1(P(=O)([O-])[O-])C=CC=CC1", "species": ["C", "C", "C", "C", "C", "C", "C", "O", "O", "O", "P", "H", "H", "H", "H", "H", "H", "H", "H", "H"], "coordinates": [[1.404, -1.313, 0.788], [0.582, -1.789, -0.301], [1.046, -0.177, 1.391], [-0.313, -0.990, -0.864], [-0.227, 0.549, 1.130], [-0.985, 0.222, -0.162], [-0.982, 1.302, -1.194], [-2.802, -1.475, 1.087], [-3.414, 1.018, 0.726], [-3.310, -0.732, -1.240], [-2.819, -0.302, 0.158], [2.318, -1.927, 0.889], [1.069, -2.596, -0.986], [1.698, 0.299, 2.154], [-0.526, -1.038, -1.930], [-1.021, 0.406, 1.957], [0.058, 1.644, 1.163], [-1.280, 2.251, -0.763], [-1.798, 0.902, -1.926], [0.045, 1.616, -1.489]]}

***

- Which formula does entry 7 have?
  C2H5N3O2